[1]
Here is a structure of composition CH5O2Rb at a distorted geometry from the OMol25 dataset. Energies are from wB97M-V/def2-TZVPD.

Positions of all 9 atoms, in Å:
O1 -0.38520 -0.23966 -0.42695
H1 0.77731 0.16744 -0.11962
C1 -1.55190 0.39322 0.01279
H2 -2.37508 -0.33642 0.08365
H3 -1.42372 0.85824 1.00771
H4 -1.86911 1.17913 -0.69597
Rb1 1.70846 -2.80876 0.22224
O2 2.35674 0.08438 0.26161
H5 2.76249 0.70241 -0.34545

Output
- Spin multiplicity: 1
- Gap between HOMO and LUMO: 7.1 eV
- Total energy: -215.59958 Ha
- Total charge: 0

---

[2]
Here is the ion C3H10N3 with charge +1 at a distorted geometry from the OMol25 dataset. Energies are from wB97M-V/def2-TZVPD.

Positions of all 16 atoms, in Å:
C1 -0.01918 0.18227 -1.92228
N1 0.49646 -1.00786 -1.16308
C2 0.65154 -1.00906 0.11758
N2 -0.80560 -0.70250 0.87617
C3 0.29177 0.31804 1.22560
N3 -0.04121 1.69164 1.37139
H1 0.40389 0.01123 -3.00929
H2 -1.17420 0.24873 -1.84844
H3 0.49863 1.04197 -1.50785
H4 0.68689 -1.92984 -1.53210
H5 1.14777 -1.79245 0.65995
H6 -1.52582 -0.32888 0.25606
H7 -1.29236 -1.19422 1.56814
H8 0.74171 -0.10495 2.26576
H9 0.34139 2.42306 2.00482
H10 -0.40170 2.15280 0.63757

Output
- Spin multiplicity: 1
- Gap between HOMO and LUMO: 10.5 eV
- Total energy: -284.20942 Ha
- SMILES: CN[C@@H]1[NH2+][C@@H]1N
- Total charge: +1

---

[3]
Here is a cluster of 5 separate species, C10H15N5 in total at a distorted geometry from the OMol25 dataset. Energies are from wB97M-V/def2-TZVPD.

Positions of all 30 atoms, in Å:
C1 -6.00419 14.82818 -27.85233
C2 -5.90108 15.10566 -26.36354
N1 -5.85965 15.28726 -25.22447
H1 -5.02485 14.93350 -28.31913
H2 -6.66496 15.63842 -28.16054
H3 -6.48742 13.86286 -28.00313
C3 1.38867 16.71764 -21.97839
C4 2.18409 16.49594 -20.73999
N2 2.84216 16.33053 -19.82619
H4 0.44801 16.16706 -21.99022
H5 1.94843 16.41690 -22.86401
H6 1.19277 17.78644 -22.06430
C5 0.04215 11.21931 -22.70560
C6 -0.05079 11.04196 -24.19735
N3 -0.17166 10.88213 -25.36377
H7 -0.01168 12.28826 -22.49933
H8 1.05280 10.83163 -22.57758
H9 -0.68702 10.58080 -22.20689
C7 -2.75505 15.38106 -23.73163
C8 -2.11816 14.67314 -22.60582
N4 -1.68721 14.12081 -21.66123
H10 -2.22188 16.17063 -24.26117
H11 -3.64231 15.94383 -23.44152
H12 -3.21201 14.63728 -24.38437
C9 -1.64467 16.69962 -27.78504
C10 -0.59665 16.42662 -28.86899
N5 0.16726 16.19623 -29.69485
H13 -1.25433 16.21598 -26.88959
H14 -2.58448 16.20138 -28.02299
H15 -1.87365 17.75390 -27.62961

Output
- Spin multiplicity: 1
- Gap between HOMO and LUMO: 11.4 eV
- Total energy: -663.74023 Ha
- SMILES: CC#N.CC#N.CC#N.CC#N.CC#N
- Total charge: 0

---

For reference, energy relative to the best compared isomer or geometry (same formula, charge and spin) by record: 0.299; 4.532; 1.836 eV.
For reference, LUMO level by record: -0.808; -2.935; -0.102 eV.